# 1
Density functional theory data (ωB97M-V/def2-TZVPD) for a molecular structure, C26H25BCl2F8IN4O2Ti in a non-equilibrium geometry.

Values from the calculation:
**Highest occupied orbital energy**: -11.161 eV
**M**: 833.99 Da
**LUMO**: -4.0 eV
**Maximum force**: 0.045 Eh/bohr
**ΔE to the lowest compared entry with this formula, charge and spin**: 47.2 kJ/mol
**Total charge**: +1
**Frontier orbital gap**: 7.2077 eV
**Energy**: -4266.6694 Ha

The geometry in XYZ format:
```
70
Properties=species:S:1:pos:R:3:forces:R:3
Ti 0.12186 0.22332 -0.35856 1.20 -0.08 -0.73
C 0.84618 -2.40179 3.55157 0.79 1.07 -0.27
C -0.61003 -2.12805 3.29131 -0.26 1.53 -0.47
N -0.99851 -1.77134 1.88162 0.33 -0.89 0.95
C -1.69022 -2.91871 1.23003 0.61 0.08 1.70
C -0.82327 -4.17927 1.13207 -0.91 1.15 0.01
C -1.84024 -0.59900 1.90418 0.22 -0.32 -0.26
C -1.12132 0.66523 2.25898 -0.60 0.13 0.03
N 0.07673 0.78378 1.41659 -0.33 0.91 -0.25
C 1.11654 1.46898 2.05190 1.08 0.09 -0.05
C 2.41742 0.96387 2.07089 0.44 0.44 0.30
F 2.73805 -0.21329 1.50384 -0.21 0.37 0.09
C 3.43464 1.69449 2.68538 0.14 -0.19 -0.17
F 4.66810 1.19731 2.66461 0.20 -0.24 -0.06
C 3.22299 2.90565 3.30674 1.08 0.13 0.06
C 1.95061 3.39468 3.30144 -0.49 -0.07 0.29
F 1.71707 4.52927 3.95573 -0.39 0.21 -0.22
C 0.92479 2.70105 2.68437 -0.35 0.07 0.06
F -0.29795 3.24038 2.64789 -0.03 0.16 0.15
H 0.97193 -2.60244 4.63817 0.19 -0.20 -0.83
H 1.19512 -3.19167 2.88403 0.18 -0.21 0.47
H 1.47323 -1.49618 3.28659 -0.71 -0.89 0.39
H -1.23142 -2.92987 3.59651 -0.53 -1.19 0.38
H -0.92099 -1.31370 3.96796 0.09 -0.08 -0.33
H -2.59222 -3.19667 1.79283 -0.01 0.01 0.38
H -2.09015 -2.56637 0.33181 -0.19 0.41 -1.83
H -0.55457 -4.40378 2.14941 0.40 -0.52 0.24
H -1.47339 -4.95800 0.75592 0.19 -0.39 -0.19
H 0.05506 -4.03587 0.51492 0.13 -0.07 -0.11
H -2.25466 -0.51053 0.92200 -0.58 0.23 -0.61
H -2.64739 -0.66687 2.60110 -1.03 -0.27 0.57
H -1.84730 1.50805 2.19516 0.72 -0.42 -0.38
H -0.79923 0.64308 3.29357 0.20 -0.07 0.24
H 4.04103 3.49968 3.76495 -0.64 -0.71 -0.34
Cl 6.07166 -2.20071 -4.00163 -0.47 0.16 0.04
C 4.70691 -1.37714 -3.29141 -0.11 -2.14 0.90
C 4.52046 -0.04821 -3.53446 0.26 0.51 0.30
C 3.56815 0.67273 -2.86312 -1.16 0.23 0.34
Cl 3.31638 2.32304 -3.21037 0.06 0.57 -0.10
C 2.68405 0.05869 -1.95422 0.09 0.06 0.01
O 1.70090 0.69865 -1.33518 -0.58 0.20 0.23
C 2.88394 -1.30465 -1.73207 0.02 -0.96 -0.73
C 2.02797 -2.02752 -0.87151 -0.58 1.07 1.59
O 1.11237 -1.51109 -0.18151 0.49 -0.99 -0.88
C 3.86213 -2.05363 -2.41023 0.78 0.55 -0.46
H 5.21457 0.41706 -4.19005 0.24 0.62 -0.54
H 2.27013 -3.06516 -0.67645 -0.16 -0.43 -0.06
H 3.98162 -3.12084 -2.21678 -0.02 0.34 -0.05
I 0.92136 4.05638 -0.36649 0.64 0.09 0.38
C -0.47481 3.22855 -1.59866 -0.44 0.65 -0.62
C -1.04050 4.11288 -2.52207 -0.11 0.59 -0.50
C -2.02867 3.68768 -3.39318 0.46 -1.42 0.99
C -2.42144 2.34835 -3.29550 -0.20 1.45 -0.18
C -1.80893 1.56883 -2.35442 -0.50 -0.75 -0.38
N -0.84768 1.95333 -1.50602 0.25 -0.10 0.00
H -0.72584 5.15906 -2.59853 0.10 -0.54 0.36
H -2.48694 4.33019 -4.09900 -0.25 0.66 -0.51
H -3.25776 2.01617 -3.89941 0.29 -0.43 0.06
H -2.11356 0.55138 -2.28076 -0.11 -0.44 0.12
C -5.80301 1.10960 -1.32562 -0.06 -0.67 -0.36
C -4.55919 1.29364 -0.57345 0.91 0.27 0.82
N -3.61752 1.43481 0.09101 -1.26 -0.20 -1.05
H -5.86379 0.07678 -1.72727 0.05 0.51 0.46
H -5.90458 1.76427 -2.19193 0.30 0.20 0.21
H -6.64348 1.29756 -0.65954 -0.01 -0.10 -0.01
F -1.15794 -0.79016 -1.13271 0.01 0.25 0.43
B -1.31207 -2.49598 -2.97864 -0.38 0.43 -0.13
F -0.07633 -2.02795 -3.12963 -0.25 -0.30 -0.15
F -2.34054 -1.85721 -3.54037 0.62 -0.22 0.25
F -1.53654 -3.61478 -2.32427 0.19 0.13 -0.01
```
Positions in Å, forces in eV/Å.

# 2
Density functional theory data (ωB97M-V/def2-TZVPD) for a molecular structure, C26H25BrN4O4Ti.

Values from the calculation:
**2S+1**: 3
**Highest occupied orbital energy (spin up / spin down)**: 0.936 / -0.479 eV
**M**: 585.28 Da
**LUMO (spin up / spin down)**: 4.7 / 4.7 eV
**Maximum force**: 0.007 Eh/bohr
**ΔE to the lowest compared entry with this formula, charge and spin**: 0.0 kJ/mol
**Total charge**: -2
**Frontier orbital gap (spin up / spin down)**: 3.7727 / 5.1864 eV
**Energy**: -4949.2386 Ha

The geometry in XYZ format:
```
61
Properties=species:S:1:pos:R:3:forces:R:3
Ti 0.07690 0.36173 1.05391 0.16 0.17 0.26
C 0.55531 4.40835 2.63414 -0.01 0.07 -0.02
C -0.10533 3.38731 1.73778 -0.01 -0.11 0.03
O 0.23053 2.18049 1.97327 0.02 -0.08 -0.14
C -0.98856 3.78653 0.76017 -0.03 0.09 -0.03
C -1.68052 2.88962 -0.11059 0.07 -0.21 0.04
C -2.65623 3.47976 -1.09533 -0.01 0.05 0.01
N -1.48576 1.60036 -0.07123 0.07 0.08 0.08
N -2.26665 0.89438 -0.98570 -0.12 0.01 -0.12
C -2.04252 -0.38038 -0.88723 0.07 0.00 0.09
O -1.23106 -0.93865 -0.07060 0.00 -0.02 -0.07
C -2.80494 -1.27655 -1.81062 -0.02 -0.03 -0.03
C -3.86733 -0.81155 -2.58222 -0.04 0.02 -0.04
C -4.55267 -1.67065 -3.42781 0.00 0.01 0.00
C -4.18455 -3.00896 -3.51907 0.03 0.03 0.03
C -3.12415 -3.47603 -2.75407 -0.02 0.00 -0.01
C -2.44110 -2.61628 -1.90351 0.03 -0.05 0.02
H 0.30777 4.19014 3.67500 -0.01 -0.01 -0.01
H 1.63829 4.31452 2.53395 0.00 -0.01 0.00
H 0.24842 5.42715 2.39114 0.01 0.00 0.02
H -1.19497 4.84384 0.65373 0.00 0.00 0.00
H -2.65591 4.56786 -1.01782 -0.01 -0.01 -0.01
H -2.39827 3.17790 -2.11100 0.01 0.00 0.00
H -3.66210 3.09944 -0.90833 0.00 0.00 0.00
H -4.13628 0.23367 -2.50372 0.01 0.00 0.00
H -5.38001 -1.29704 -4.02114 0.00 0.01 0.00
H -4.71994 -3.67892 -4.18230 0.00 -0.01 0.00
H -2.82476 -4.51573 -2.82098 0.00 0.00 0.01
H -1.61008 -2.95987 -1.29926 0.00 0.01 -0.01
C -0.24431 -2.04967 4.70915 -0.02 0.02 -0.03
C 0.23207 -1.23374 3.54412 0.11 0.05 -0.02
N -0.62023 -0.83223 2.55830 0.06 -0.02 -0.02
O -1.78574 -1.67135 2.47349 -0.02 -0.01 -0.04
C 1.52838 -0.74743 3.45069 -0.14 -0.14 0.20
C 2.55145 -0.89804 4.53789 0.02 0.02 -0.08
N 1.80976 -0.06282 2.30909 -0.14 0.06 -0.18
O 3.01025 0.39752 2.14657 -0.01 0.00 0.00
H -1.06472 -2.69504 4.40009 0.00 -0.01 0.03
H -0.61226 -1.40916 5.52451 -0.02 -0.02 0.00
H 0.56186 -2.66490 5.11280 0.01 0.02 0.00
H -1.88305 -1.70961 1.50664 -0.03 0.02 0.01
H 2.12208 -0.70666 5.52675 0.01 -0.01 0.00
H 3.34871 -0.18111 4.33777 0.01 0.00 0.02
H 3.00288 -1.89814 4.55813 0.02 0.01 0.01
Br 1.34969 -2.67876 0.36009 0.00 -0.06 0.06
C 2.28635 -2.00351 -1.14170 -0.05 0.09 0.03
C 2.99383 -2.91828 -1.87020 0.06 0.05 -0.09
C 3.75053 -2.49462 -2.98340 -0.01 -0.10 0.04
C 3.78015 -1.17485 -3.31432 0.00 0.08 -0.02
C 3.05194 -0.21394 -2.56605 -0.02 0.00 0.04
C 3.11543 1.15220 -2.92378 0.04 -0.05 -0.03
C 2.41225 2.07138 -2.19973 -0.04 0.05 0.04
C 1.61102 1.66400 -1.11547 0.03 -0.04 -0.09
C 1.48512 0.34919 -0.69604 -0.11 -0.04 0.08
C 2.25148 -0.60593 -1.44526 0.02 -0.01 -0.03
H 2.97602 -3.95992 -1.57989 0.01 -0.01 -0.01
H 4.31129 -3.22152 -3.56120 -0.01 -0.01 0.01
H 4.36810 -0.83099 -4.16039 0.00 0.01 0.00
H 3.72885 1.44551 -3.77065 0.00 -0.01 0.00
H 2.46276 3.12392 -2.46593 -0.01 0.00 0.01
H 1.06451 2.44607 -0.59263 0.01 0.02 -0.01
```
Positions in Å, forces in eV/Å.

# 3
Density functional theory data (ωB97M-V/def2-TZVPD) for a molecular structure, C26H25Cl2N5O4SSiTa.

Values from the calculation:
**Highest occupied orbital energy**: -11.446 eV
**M**: 783.52 Da
**LUMO**: -4.0 eV
**Maximum force**: 0.014 Eh/bohr
**ΔE to the lowest compared entry with this formula, charge and spin**: 0.0 kJ/mol
**Total charge**: +1
**Frontier orbital gap**: 7.4320 eV
**Energy**: -3245.5732 Ha

The geometry in XYZ format:
```
65
Properties=species:S:1:pos:R:3:forces:R:3
Ta -0.08490 0.09785 -0.37443 -0.45 0.50 -0.22
O 2.91912 0.44767 4.80157 0.09 0.02 0.06
C 1.63138 0.29816 5.05444 -0.07 -0.05 0.00
O 1.17788 0.24847 6.16352 -0.01 0.01 0.00
C 0.70849 0.17920 3.88008 0.03 0.00 -0.01
C -0.66470 0.01084 4.00305 0.03 0.02 0.05
N -1.17990 -0.06054 2.77360 0.11 0.00 -0.01
N -0.22130 0.05345 1.84524 -0.12 0.01 -0.34
C 0.93156 0.19575 2.50596 -0.06 0.01 -0.24
C 2.14134 0.31603 1.62059 -0.03 -0.08 0.31
O 3.24638 0.45211 2.08297 0.04 0.05 -0.10
O 1.82533 0.24359 0.35237 0.20 -0.26 0.19
H 3.13867 0.47017 3.84347 -0.05 0.00 -0.02
H -1.26843 -0.05817 4.89307 0.01 0.00 0.01
H -2.14298 -0.16935 2.49424 0.00 0.01 0.01
N -1.31591 -0.03493 -3.75792 -0.16 -0.05 0.11
C -0.02006 0.12453 -3.88002 -0.19 -0.01 -0.14
S 1.06340 0.33892 -2.53123 0.15 -0.05 0.04
N 0.54822 0.16218 -5.07811 0.30 0.06 0.06
C -0.11677 0.06145 -6.34201 -0.13 0.06 -0.08
C 0.05555 1.08679 -7.26085 0.01 0.03 0.03
C -0.55379 0.99736 -8.50172 -0.02 -0.01 -0.02
C -1.34351 -0.10070 -8.81354 0.01 0.01 0.02
C -1.51177 -1.11925 -7.88705 -0.02 -0.02 -0.02
C -0.89041 -1.04948 -6.64877 0.02 -0.04 0.02
H -1.73090 -0.07490 -2.83150 0.01 0.06 0.01
H -1.91118 -0.08001 -4.57267 0.02 -0.02 0.00
H 1.53610 0.37379 -5.08739 -0.01 -0.05 -0.01
H 0.66026 1.94766 -7.00412 0.00 -0.01 0.00
H -0.41557 1.79078 -9.22323 0.00 0.00 0.00
H -1.82301 -0.16480 -9.78048 0.00 0.00 0.00
H -2.11387 -1.98350 -8.13199 0.00 0.00 0.00
H -0.98885 -1.86404 -5.94147 0.03 0.01 0.01
Cl -0.78130 -3.11285 0.48664 0.04 -0.05 0.03
C -2.36753 -2.87645 -0.18444 0.09 0.15 -0.05
C -3.29220 -3.89931 -0.13245 -0.01 -0.04 0.02
C -4.55425 -3.69651 -0.67049 -0.01 0.01 0.01
C -4.88046 -2.48181 -1.25194 0.00 0.00 -0.01
C -3.93770 -1.47079 -1.29593 0.03 0.04 0.04
Cl -4.36012 0.05178 -2.01530 0.03 0.01 -0.02
C -2.65176 -1.62969 -0.76531 -0.10 0.05 -0.03
N -1.69648 -0.63353 -0.79187 0.25 -0.30 0.27
H -3.02646 -4.84198 0.32451 0.01 0.00 0.00
H -5.28864 -4.48857 -0.63205 0.00 -0.01 0.00
H -5.86324 -2.31103 -1.66794 0.00 0.00 -0.01
C -2.27033 2.72412 0.93498 -0.03 -0.06 0.00
Si -0.93404 2.59874 -0.38496 -0.12 0.09 0.01
C -1.68873 3.02708 -2.04958 -0.03 -0.04 0.00
C 0.40486 3.84962 0.00467 0.02 -0.04 0.06
C 1.77584 3.59653 -0.05873 0.00 0.01 -0.01
C 2.70231 4.59044 0.22926 0.02 -0.02 -0.01
C 2.27179 5.85942 0.58339 -0.01 0.00 0.00
C 0.91238 6.13472 0.64670 -0.01 -0.01 0.00
C -0.00885 5.13889 0.36216 0.04 -0.01 0.00
H -2.72489 3.71741 0.92265 -0.01 -0.01 -0.02
H -1.86553 2.57078 1.93762 0.00 0.00 -0.01
H -3.06541 1.99717 0.75052 -0.01 0.00 0.02
H -2.05380 4.05716 -2.01631 0.01 0.00 0.02
H -2.53182 2.38174 -2.29886 -0.01 -0.03 -0.01
H -0.94528 2.97108 -2.84531 0.02 0.00 -0.04
H 2.14018 2.61416 -0.33657 0.00 0.00 0.00
H 3.76070 4.37009 0.17800 0.00 0.00 0.00
H 2.99272 6.63348 0.81084 0.00 0.00 0.00
H 0.57051 7.12407 0.92137 0.00 0.00 0.00
H -1.06599 5.37612 0.41985 0.00 0.00 0.01
```
Positions in Å, forces in eV/Å.

- Look up the energy of the first one.
  -4266.6694 Ha

- Which value of total charge does entry 3 give?
  +1

- Which value of maximum force does entry 2 give?
  0.007 Eh/bohr